Formula: BrClO2S
Source: the Open Molecules 2025 dataset
Level of theory: ωB97M-V with the def2-TZVPD basis set

Energy relative to the best compared isomer or geometry (same formula, charge and spin) ... 13.8 kJ/mol
Charge ... 0
2S+1 ... 1
Electronic energy ... -97493.9326 eV
E_LUMO ... -1.543 eV
Max |F| ... 0.071 Eh/bohr

Last column: Mulliken charge in e.
Geometry (Å):
O (0.104, -0.560, 1.196)  -0.366
O (-0.203, 1.395, -0.327)  -0.365
S (0.719, 0.399, 0.258)  0.731
Cl (-1.266, -1.446, -2.805)  -0.092
Br (0.318, -2.792, -3.056)  0.091

Forces on atoms 1 to 3 (eV/Å):
1.4685 1.6783 -1.7409
2.0803 -1.8353 0.9914
-3.5669 0.1386 0.7181